321
Properties=species:S:1:pos:R:3:lowdin_charge:R:1 method="wB97M-V/def2-TZVPD" molar_mass_g_mol=1785.53 e_above_lowest_kcal_mol=21.9 orbital_gap_ha=0.318 total_charge=0 e_tot_ev=-162873.0849
C -5.3148 0.7461 9.4544 -0.117
O -5.2649 1.7541 8.5205 -0.189
C -3.9745 2.1756 8.1829 -0.239
C -4.1465 3.4855 7.4723 -0.201
N -2.8184 3.9216 7.0684 -0.037
C -2.7474 5.2834 6.5363 -0.198
C -1.3523 5.7137 6.0970 -0.185
O -0.8488 4.9785 4.9774 -0.214
C 0.4758 5.3275 4.7438 -0.114
H -6.2543 0.2754 9.2810 0.089
H -5.2171 1.1517 10.4461 0.087
H -4.5167 0.0210 9.2786 0.077
H -3.6303 1.4641 7.4378 0.099
H -3.3006 2.2124 9.0434 0.136
H -4.5777 4.2060 8.1941 0.136
H -4.8764 3.3401 6.7284 0.089
H -2.1777 3.3534 6.5394 0.082
H -3.1803 6.0252 7.2188 0.123
H -3.4043 5.3678 5.7058 0.094
H -0.7139 5.5067 6.9090 0.108
H -1.3502 6.7518 5.7849 0.125
H 1.0326 5.2678 5.6684 0.077
H 0.5391 6.3729 4.3522 0.105
H 0.9779 4.6136 4.0622 0.083
C 0.8423 -5.2945 -4.1478 -0.047
O 0.3871 -6.4953 -4.8810 -0.198
C 0.0833 -6.3245 -6.2951 -0.207
C -0.8150 -7.4444 -6.7010 -0.225
N -1.2591 -7.1601 -8.0407 -0.054
C -1.6094 -8.3733 -8.7187 -0.221
C -1.9315 -8.1796 -10.2448 -0.210
O -0.9108 -7.5313 -10.9786 -0.213
C 0.1172 -8.4481 -11.4126 -0.087
H 0.0397 -4.5669 -4.1101 0.062
H 1.7351 -4.8491 -4.5953 0.056
H 1.1214 -5.6261 -3.1697 0.080
H 1.0450 -6.3359 -6.7656 0.091
H -0.4358 -5.3300 -6.4078 0.119
H -1.6813 -7.5531 -5.9622 0.149
H -0.2068 -8.3155 -6.6106 0.108
H -0.5573 -6.6268 -8.5806 0.093
H -2.5478 -8.7474 -8.2734 0.124
H -0.8993 -9.2149 -8.6764 0.108
H -2.7687 -7.4961 -10.2690 0.108
H -2.1761 -9.1270 -10.8164 0.132
H -0.2591 -9.3289 -11.9492 0.089
H 0.6319 -8.8034 -10.5522 0.065
H 0.8317 -7.8813 -11.9886 0.082
C 3.4997 3.3520 6.5077 -0.080
O 3.6902 3.1659 5.0880 -0.204
C 2.6694 2.2845 4.5736 -0.197
C 2.7009 0.8302 5.0393 -0.192
N 3.9840 0.1714 4.8516 -0.067
C 4.2742 -1.0442 5.6031 -0.229
C 4.1681 -0.9474 7.0900 -0.219
O 5.1342 0.0289 7.5315 -0.203
C 4.9065 0.4375 8.8864 -0.107
H 2.4277 3.4101 6.8245 0.099
H 3.9937 4.2698 6.8727 0.091
H 3.8756 2.4488 6.9698 0.061
H 2.7231 2.4298 3.5051 0.104
H 1.7018 2.6575 4.8098 0.074
H 2.0202 0.2587 4.3976 0.103
H 2.4075 0.7092 6.0682 0.097
H 4.8224 0.8645 4.8759 0.156
H 5.1916 -1.4018 5.2022 0.105
H 3.5682 -1.8392 5.2947 0.119
H 4.3786 -1.8789 7.6829 0.138
H 3.1344 -0.6056 7.2789 0.109
H 4.9626 -0.3944 9.6167 0.093
H 3.9408 0.9076 8.9466 0.074
H 5.6729 1.1085 9.1594 0.069
C -0.3693 -5.1634 9.3313 -0.097
O -0.2387 -4.2687 8.2378 -0.209
C -0.9483 -4.6185 7.0503 -0.207
C -0.7313 -3.4444 6.0832 -0.179
N -1.7378 -3.4863 5.0045 -0.036
C -1.5247 -2.3729 4.0694 -0.235
C -2.3500 -2.5049 2.8378 -0.199
O -1.6708 -3.4994 2.0771 -0.218
C -2.4786 -4.1345 1.1216 -0.094
H -0.5600 -6.1505 8.9646 0.075
H -1.1543 -4.8540 9.9817 0.073
H 0.5518 -5.1285 9.8898 0.083
H -2.0188 -4.6391 7.3023 0.098
H -0.6657 -5.6526 6.7460 0.130
H 0.2464 -3.4971 5.6605 0.104
H -0.8658 -2.5030 6.6103 0.122
H -1.5464 -4.2726 4.4392 0.087
H -0.4719 -2.2644 3.8382 0.100
H -1.8408 -1.4190 4.5131 0.112
H -2.3838 -1.5578 2.2383 0.133
H -3.3156 -2.8670 3.1909 0.114
H -2.1807 -5.1650 1.0252 0.088
H -2.3524 -3.6790 0.0951 0.103
H -3.4760 -4.0084 1.3298 0.032
C 2.0965 1.3844 -4.0315 -0.049
O 2.2011 0.7179 -2.7186 -0.200
C 3.2003 1.2338 -1.8956 -0.265
C 3.3927 0.5529 -0.6058 -0.225
N 3.9825 -0.7663 -0.8202 -0.038
C 4.2566 -1.4822 0.4284 -0.190
C 3.0686 -1.8750 1.3429 -0.217
O 2.3098 -2.8432 0.6654 -0.212
C 1.0787 -3.2421 1.3126 -0.071
H 3.0481 1.2188 -4.5246 0.076
H 2.0286 2.4757 -3.9642 0.066
H 1.2662 0.9660 -4.5995 0.062
H 3.1086 2.3160 -1.8662 0.098
H 4.1532 1.0574 -2.4376 0.129
H 2.5209 0.6133 0.0640 0.109
H 4.1419 1.1143 -0.0253 0.131
H 3.2627 -1.3734 -1.2876 0.108
H 4.8495 -0.8224 1.0566 0.112
H 4.8236 -2.3458 0.1964 0.102
H 2.4026 -1.0134 1.4447 0.099
H 3.5478 -2.2588 2.2359 0.117
H 0.6341 -3.8510 0.5380 0.081
H 0.3825 -2.3798 1.5530 0.087
H 1.3308 -3.8015 2.1779 0.075
C -4.6783 -2.6198 -4.1860 -0.109
O -4.1963 -1.4076 -4.6784 -0.206
C -4.9628 -0.3074 -4.1298 -0.183
C -4.0655 0.8344 -4.5233 -0.254
N -3.0930 1.0885 -3.5368 -0.042
C -2.2497 2.3244 -3.7906 -0.146
C -1.2854 2.1921 -4.9302 -0.230
O -0.5395 3.3816 -4.9189 -0.223
C 0.1832 3.6815 -6.0775 -0.087
H -4.5156 -2.6611 -3.1282 0.082
H -4.1662 -3.3803 -4.7297 0.071
H -5.7143 -2.7468 -4.3720 0.077
H -5.3063 -0.3715 -3.1065 0.113
H -5.9050 -0.3428 -4.7172 0.128
H -4.7110 1.7699 -4.6154 0.142
H -3.6514 0.6090 -5.5230 0.112
H -2.4869 0.2905 -3.4657 0.081
H -1.6459 2.5768 -2.8941 0.106
H -2.9545 3.1526 -4.0191 0.131
H -1.7900 2.0790 -5.8868 0.119
H -0.6609 1.3108 -4.7785 0.110
H 0.5489 4.7069 -5.9231 0.100
H -0.5353 3.6678 -6.9079 0.100
H 1.1070 3.1707 -6.2462 0.070
C -3.0720 -4.5810 -7.2484 -0.107
O -2.1203 -3.5505 -7.1377 -0.196
C -2.5810 -2.3387 -7.6687 -0.224
C -1.6694 -1.2428 -7.2030 -0.216
N -0.3225 -1.2048 -7.7164 -0.032
C 0.5640 -1.9984 -6.9059 -0.191
C 2.0289 -1.5617 -7.1735 -0.158
O 2.0350 -0.1334 -6.9026 -0.238
C 3.2344 0.3608 -7.4947 -0.124
H -3.2557 -4.8474 -8.3022 0.097
H -4.0272 -4.1702 -6.9457 0.070
H -2.8418 -5.4427 -6.6995 0.056
H -3.6397 -2.2061 -7.3570 0.120
H -2.6163 -2.2945 -8.7683 0.130
H -1.5847 -1.1666 -6.1405 0.097
H -2.1864 -0.3118 -7.4969 0.125
H 0.0689 -0.3060 -7.8044 0.082
H 0.4073 -3.0662 -7.0643 0.091
H 0.3663 -1.8073 -5.8384 0.105
H 2.3132 -1.5608 -8.2350 0.116
H 2.7022 -2.1033 -6.4735 0.106
H 4.1017 -0.1055 -7.0646 0.075
H 3.3213 1.4776 -7.2875 0.100
H 3.3034 0.2126 -8.6034 0.097
C 6.9672 10.6954 5.2227 -0.075
O 5.7234 9.9431 5.0902 -0.209
C 5.2623 9.2555 6.2535 -0.235
C 4.6414 8.0170 5.7066 -0.182
N 5.6984 7.0525 5.1874 -0.033
C 5.1562 6.0438 4.2964 -0.231
C 6.2781 5.1713 3.7018 -0.224
O 7.3724 5.9221 3.2646 -0.183
C 7.0070 6.7934 2.2256 -0.115
H 7.0172 11.3493 6.1085 0.089
H 7.0975 11.2969 4.3814 0.056
H 7.8099 10.0025 5.2723 0.085
H 4.5847 9.9363 6.7494 0.113
H 6.0564 9.0827 6.9989 0.128
H 3.9373 8.3088 4.9198 0.111
H 4.0479 7.4170 6.4061 0.113
H 6.4800 7.5070 4.7758 0.072
H 4.5527 6.5028 3.4934 0.110
H 4.5486 5.3009 4.8351 0.090
H 5.7744 4.6378 2.9102 0.113
H 6.6366 4.5293 4.5114 0.131
H 7.8206 6.7597 1.4327 0.108
H 6.9747 7.8190 2.6297 0.086
H 6.0554 6.5662 1.7879 0.068
C -6.9677 -8.2029 2.4600 -0.125
O -7.8587 -7.1906 2.1557 -0.204
C -7.5266 -6.4689 1.0398 -0.234
C -6.6998 -5.1945 1.4019 -0.192
N -7.4815 -4.2733 2.2544 -0.068
C -6.8727 -3.0397 2.5405 -0.269
C -7.0672 -2.1157 1.3798 -0.209
O -6.2549 -0.9799 1.5441 -0.233
C -5.5999 -0.4329 0.4014 -0.080
H -6.1082 -7.6547 2.9811 0.110
H -6.6055 -8.8322 1.6344 0.094
H -7.4465 -8.7639 3.2273 0.077
H -8.4851 -6.1661 0.4965 0.149
H -6.8424 -7.1509 0.5199 0.107
H -6.3181 -4.7710 0.5008 0.094
H -5.7607 -5.5040 1.9350 0.117
H -7.7127 -4.7828 3.1795 0.160
H -5.8302 -3.1127 2.8461 0.099
H -7.3351 -2.5825 3.4505 0.135
H -8.0864 -1.7676 1.3765 0.124
H -6.7834 -2.6242 0.4218 0.127
H -4.9413 0.4174 0.7283 0.082
H -6.3685 -0.0652 -0.2519 0.077
H -4.9184 -1.1632 -0.1246 0.095
C -0.0440 6.9713 -0.0499 -0.119
O 1.0253 6.4388 -0.7872 -0.262
C 2.1524 7.3661 -0.8370 -0.192
C 3.2348 6.7764 -1.6350 -0.230
N 3.6844 5.4447 -1.1710 -0.015
C 5.0916 5.1682 -1.6252 -0.180
C 5.3814 5.0609 -3.1431 -0.239
O 5.4083 6.3130 -3.7865 -0.222
C 6.2110 6.4369 -4.9588 -0.092
H -0.3030 7.9394 -0.4838 0.090
H 0.2196 6.9577 1.0457 0.104
H -0.9064 6.3354 -0.1624 0.074
H 2.4782 7.4883 0.2012 0.127
H 1.7506 8.3205 -1.2145 0.129
H 4.0175 7.5159 -1.6674 0.115
H 2.9681 6.7309 -2.7447 0.142
H 3.0646 4.7478 -1.6110 0.072
H 5.3405 4.1431 -1.2824 0.112
H 5.8673 5.9050 -1.3342 0.121
H 4.6510 4.3850 -3.6286 0.124
H 6.4216 4.6596 -3.2228 0.123
H 7.1594 5.9207 -4.8493 0.077
H 6.3709 7.5032 -5.0712 0.084
H 5.6825 6.0123 -5.8378 0.092
C 0.6747 -4.3893 -9.4760 -0.086
O 1.9478 -4.5127 -8.9282 -0.179
C 2.5316 -5.7377 -9.0506 -0.279
C 3.7987 -5.8390 -8.2404 -0.216
N 3.5656 -5.4481 -6.8763 -0.047
C 4.7992 -4.9560 -6.2769 -0.216
C 4.5999 -4.3457 -4.8986 -0.248
O 4.1481 -3.0611 -5.1579 -0.227
C 3.7357 -2.2596 -4.0125 -0.053
H 0.5285 -5.0105 -10.3809 0.102
H 0.4526 -3.2963 -9.5957 0.105
H -0.0088 -4.6740 -8.6934 0.052
H 2.7815 -6.0588 -10.0877 0.136
H 1.8905 -6.5254 -8.6855 0.100
H 4.5430 -5.1299 -8.6903 0.123
H 4.2546 -6.8277 -8.3472 0.125
H 2.8656 -4.7304 -6.8063 0.086
H 5.4489 -4.3109 -6.9101 0.125
H 5.3996 -5.9027 -6.0941 0.134
H 5.6153 -4.3551 -4.4102 0.137
H 3.8390 -4.8879 -4.3235 0.113
H 4.5600 -2.1156 -3.3578 0.071
H 2.8792 -2.6485 -3.4284 0.084
H 3.3708 -1.2876 -4.3793 0.079
C 1.7086 3.6860 1.0176 -0.061
O 0.7825 3.2068 2.0172 -0.215
C -0.5367 3.3762 1.5930 -0.231
C -0.9313 2.6661 0.3178 -0.158
N -1.4449 1.2840 0.6003 -0.042
C -1.8541 0.4414 -0.5333 -0.188
C -0.6672 0.0157 -1.3391 -0.233
O -1.0503 -1.0298 -2.1936 -0.185
C -0.0270 -1.8409 -2.7517 -0.070
H 1.6216 3.1610 0.0483 0.069
H 2.7107 3.6958 1.4454 0.088
H 1.4641 4.7474 0.7684 0.079
H -0.6862 4.4487 1.4751 0.107
H -1.1671 2.9831 2.4176 0.119
H -0.1874 2.6774 -0.4942 0.095
H -1.7874 3.3598 -0.0628 0.135
H -2.2272 1.2957 1.2437 0.082
H -2.5493 0.9285 -1.1966 0.089
H -2.3567 -0.4585 -0.1345 0.118
H 0.1010 -0.4073 -0.6735 0.128
H -0.2226 0.8698 -1.7995 0.095
H 0.7619 -2.0287 -2.0983 0.056
H 0.5142 -1.2346 -3.5181 0.077
H -0.5095 -2.6383 -3.2994 0.075
C -4.5204 3.3191 1.4086 -0.186
O -4.0930 2.2216 2.1111 -0.252
C -4.0684 2.4501 3.6095 -0.107
C -5.0350 1.4942 4.2939 -0.231
N -4.8614 0.1200 4.0784 -0.050
C -5.4882 -0.8355 4.9942 -0.165
C -4.5601 -1.0929 6.1787 -0.223
O -5.1059 -1.9764 7.1345 -0.183
C -4.0735 -2.5295 7.9621 -0.088
H -5.5905 3.5903 1.5305 0.094
H -4.3870 3.1004 0.3294 0.087
H -3.9365 4.2677 1.5657 0.095
H -4.4229 3.5006 3.6767 0.113
H -2.9724 2.3818 3.9540 0.120
H -6.0813 1.8181 4.0813 0.136
H -4.8668 1.6345 5.3813 0.107
H -5.2190 -0.1913 3.1458 0.098
H -5.4861 -1.7248 4.4210 0.071
H -6.5080 -0.5557 5.3159 0.136
H -4.2780 -0.1866 6.6887 0.081
H -3.5917 -1.4270 5.8134 0.097
H -3.2457 -1.7912 8.0089 0.097
H -3.8608 -3.5186 7.6919 0.050
H -4.5575 -2.5649 8.9859 0.102
O -0.8578 2.0616 5.0847 -0.057
H -0.6510 1.4124 4.3965 0.012
H -0.9242 2.9571 4.7670 -0.019
O 0.1903 0.1617 2.8775 -0.088
H -0.4243 0.2952 2.1104 0.030
H 0.9311 0.7886 2.7316 0.031
O 1.0477 4.1663 -2.6782 -0.067
H 0.2819 3.8806 -3.2100 0.017
H 0.7367 4.8676 -2.0786 0.024